No. 1
Computed, not measured: an isolated molecule of C8H8N4O2 at a distorted geometry, with ωB97M-V/def2-TZVPD.

Relative energy (zero: lowest compared OMol25 entry of this formula, charge and spin) in kcal/mol: 116.6
E_LUMO in eV: -0.4
Calculated total energy in Eh: -678.99475
Total charge: 0
Structure (SMILES): COC(/C=N\N=C=O)=C\n1ccnc1

```
22
Properties=species:S:1:pos:R:3:lowdin_charge:R:1
C -3.33278 -0.36413 0.29280 -0.15
C -2.02175 -0.67661 0.22848 -0.02
C -2.37119 1.39692 -0.29960 -0.22
C 2.24389 0.08590 -0.60646 -0.10
C 0.88373 -0.28699 -0.25450 -0.20
C 1.32837 2.66194 0.55353 -0.33
C -0.07592 0.60827 -0.52170 -0.05
C 1.54763 -2.47900 0.52138 -0.06
N -3.56322 0.92514 -0.13396 0.08
N 2.80143 1.22289 -0.62903 0.05
N 2.33335 2.23209 0.04255 0.08
N -1.38169 0.54159 -0.16487 -0.06
O 0.46214 3.23507 1.02853 0.20
O 0.60476 -1.43304 0.55478 -0.15
H -4.18074 -0.93151 0.55294 0.09
H -1.32512 -1.58325 0.46468 0.15
H -2.07903 2.34912 -0.75427 0.14
H 2.74709 -0.66656 -1.08424 0.08
H 0.20056 1.38574 -1.36757 0.20
H 2.01457 -2.34320 -0.47409 0.10
H 0.97241 -3.34990 0.63910 0.08
H 2.19149 -2.53049 1.41152 0.10
```


No. 2
Computed, not measured: a structure of composition C22H48CdN4O8S2 at a distorted geometry, with ωB97M-V/def2-TZVPD.

Relative energy (zero: lowest compared OMol25 entry of this formula, charge and spin) in kcal/mol: 313.3
E_LUMO in eV: -11.4
Calculated total energy in Eh: -2650.76440
Total charge: +2

```
85
Properties=species:S:1:pos:R:3:lowdin_charge:R:1
C 12.23904 1.99397 0.35598 -0.10
C 11.18578 1.30480 1.42395 -0.23
O 10.75360 -0.06019 1.02736 -0.17
C 9.57858 0.02816 0.13333 -0.14
C 8.40936 -1.11202 0.49266 -0.15
O 7.24590 -0.75925 -0.34595 -0.23
C 6.10563 -1.64279 0.04021 -0.15
C 4.82415 -1.15782 -0.87973 -0.15
O 3.60364 -1.39033 -0.08918 -0.20
C 2.82891 -2.52672 -0.62204 -0.15
C 1.46185 -2.00238 -1.37763 -0.15
O 0.30883 -2.54444 -0.63982 -0.17
C -0.93526 -1.82562 -0.95531 -0.24
C -1.15037 -1.50257 -2.56033 -0.14
C -0.73066 0.06530 -2.96246 -0.18
C -2.05303 1.07180 -3.00896 -0.18
C -1.96492 2.23248 -1.82284 -0.23
N -3.25898 3.03661 -1.86783 0.00
C -3.12948 4.28790 -0.98738 -0.33
N -2.41731 4.18239 0.19451 0.11
N -3.71946 5.64921 -1.34762 -0.12
C -2.17270 -2.76694 -0.33853 -0.10
O -2.60130 -2.10485 0.90026 -0.18
C -4.06465 -2.01881 1.02228 -0.49
N -4.67524 -3.40835 0.74278 0.09
C -4.57516 -0.85782 -0.01212 -0.11
C -6.03519 -0.20035 0.32575 -0.21
C -7.23047 -1.27030 0.65673 -0.22
S -8.52632 -0.29570 1.66831 0.81
O -8.53552 1.22557 1.31758 -0.37
O -8.13651 -0.57207 3.17046 -0.39
O -10.12026 -0.86224 1.42072 -0.20
C -4.38699 -1.71867 2.61250 -0.32
S -4.02045 0.02598 3.17628 1.04
C -2.40992 0.68610 2.48875 -0.46
C -1.76895 1.66714 3.68208 -0.15
H 11.73910 2.79626 -0.34518 0.08
H 13.10381 2.49863 1.00271 0.09
H 12.76855 1.21611 -0.34252 0.09
H 11.77677 1.17835 2.44655 0.14
H 10.26952 2.02677 1.65752 0.14
H 9.13574 1.11256 0.02367 0.14
H 9.97421 -0.26631 -0.95168 0.16
H 8.76497 -2.20635 0.26726 0.14
H 8.12135 -1.03065 1.62413 0.14
H 5.92425 -1.56187 1.19659 0.14
H 6.35890 -2.77762 -0.19860 0.14
H 4.82080 -1.64654 -1.94556 0.14
H 4.90470 0.01142 -1.05315 0.15
H 2.48185 -3.20266 0.27034 0.14
H 3.42607 -3.21951 -1.36223 0.14
H 1.51918 -0.81576 -1.37678 0.14
H 1.48566 -2.45102 -2.48103 0.14
H -0.94889 -0.76822 -0.40962 0.15
H -0.59257 -2.29344 -3.25806 0.13
H -2.30105 -1.58609 -2.86412 0.11
H -0.02182 0.53266 -2.12526 0.10
H -0.14033 0.04941 -3.99953 0.13
H -3.05561 0.48199 -2.87185 0.10
H -2.04187 1.56888 -4.08725 0.12
H -1.04268 2.94908 -1.93584 0.14
H -1.95095 1.68836 -0.77428 0.10
H -3.51390 3.28704 -2.85006 0.12
H -2.40551 5.10049 0.69596 0.05
H -2.93651 6.29998 -1.63992 -0.05
H -4.17550 6.08631 -0.49956 -0.04
H -2.97576 -2.81575 -1.18730 0.11
H -1.72893 -3.84732 -0.09758 0.16
H -4.85040 -3.54093 -0.27670 0.09
H -4.08828 -4.16383 1.15867 0.11
H -4.63986 -1.36946 -1.08848 0.13
H -3.70035 -0.05920 -0.08636 0.12
H -5.99529 0.64934 1.16362 0.11
H -6.37443 0.37925 -0.66164 0.14
H -6.92592 -2.16865 1.34120 0.10
H -7.69816 -1.61757 -0.37698 0.13
H -10.02598 -1.51949 0.64765 0.11
H -3.65067 -2.43109 3.22537 0.14
H -5.46755 -2.01127 2.95333 0.11
H -2.67511 1.38298 1.58402 0.08
H -1.58862 -0.11782 2.26859 0.11
H -1.20907 0.90842 4.41380 0.11
H -2.69445 2.08870 4.26833 0.07
H -1.06528 2.49970 3.25506 0.10
Cd -4.02026 7.83856 -1.35203 1.09
```


No. 3
Computed, not measured: a structure of composition C11H4Cl7N4O3ReS at a distorted geometry, with ωB97M-V/def2-TZVPD.

Relative energy (zero: lowest compared OMol25 entry of this formula, charge and spin) in kcal/mol: 335.7
E_LUMO (alpha / beta) in eV: -5.0 / -5.2
Calculated total energy in Eh: -4563.31189
2S+1: 4
Total charge: +1
⟨S²⟩: 3.890

```
31
Properties=species:S:1:pos:R:3:lowdin_charge:R:1
Re -0.41285 0.03338 0.33222 1.36
Cl 4.31713 -3.09720 4.66503 0.73
C 3.45194 -2.05093 3.62438 -0.70
C 2.28427 -2.49261 3.01345 -0.70
Cl 1.67755 -4.07220 3.27210 0.74
C 1.60673 -1.61740 2.17705 -0.52
Cl 0.13150 -2.15909 1.36496 0.78
C 2.01838 -0.31254 1.93105 -0.44
O 1.34869 0.50520 1.12362 -0.35
C 3.20553 0.10844 2.54101 -0.61
Cl 3.74819 1.70100 2.21465 0.76
C 3.91062 -0.74876 3.37880 -0.68
Cl 5.35194 -0.20653 4.11787 0.75
Cl 1.20753 1.00179 -1.94336 1.08
C 0.93277 -0.57782 -1.46893 -0.26
Cl 1.32945 3.59668 -0.66663 0.67
H 1.81606 1.00265 -3.12858 0.16
H 1.47966 -1.46738 -1.17397 0.09
O -3.71502 2.49726 0.35340 -0.47
S -2.32997 2.80197 0.07796 0.80
N -1.32413 1.72630 0.31733 -0.60
N -3.78479 -0.48679 -1.99401 0.26
C -2.51257 -0.32461 -1.68176 -0.48
O -2.07398 -0.76761 -0.56320 -0.20
C -1.58391 0.29192 -2.57576 -0.22
C -0.25785 0.26219 -2.17435 -0.39
N 1.90012 2.22494 -1.41898 -0.81
C -2.00468 0.74390 -3.85745 -0.20
N -2.39401 1.11170 -4.87658 0.18
H -4.41072 -0.89618 -1.31918 0.15
H -4.14472 -0.18699 -2.88680 0.13
```